C3H5NO3 | ωB97M-V with the def2-TZVPD basis set

Positions of all 12 atoms, in Å:
C (1.766351, -0.149018, -0.247237)
C (0.422685, 0.563509, -0.203491)
O (-0.070971, 0.994535, 1.046921)
C (-0.674043, -0.193760, 0.440926)
N (-2.041366, -0.110008, 0.062384)
O (-2.434845, 0.931157, -0.424922)
O (-2.703144, -1.107845, 0.258678)
H (2.587641, 0.586410, -0.474249)
H (1.516505, -0.845647, -1.190011)
H (1.800185, -0.670708, 0.794126)
H (0.206170, 1.137826, -0.995393)
H (-0.375167, -1.136451, 0.932268)

Forces on atoms 1 to 2 (eV/Å):
-1.52 -0.70 -0.54
0.76 -2.39 2.53

charge: 0
SMILES: C[C@@H]1O[C@H]1[N+](=O)[O-]
frontier orbital gap: 0.411 Eh
LUMO: -0.0061 Ha

***

CH3F3NP | ωB97M-V with the def2-TZVPD basis set

Positions of all 9 atoms, in Å:
N (-1.389652, -0.226705, 0.569042)
P (-0.413404, 1.019859, 0.045724)
C (1.204578, 0.058738, -0.036937)
F (2.093096, 0.642009, -0.829141)
F (1.758621, -0.170159, 1.140502)
F (1.035988, -1.296962, -0.612687)
H (-1.604879, -0.991074, -0.058466)
H (-2.174673, 0.037928, 1.143809)
H (-0.509678, 0.926365, -1.361845)

Forces on atoms 1 to 2 (eV/Å):
-0.59 -0.30 -0.04
0.57 0.00 -0.17

charge: 0
SMILES: NPC(F)(F)F
frontier orbital gap: 0.408 Eh
LUMO: 0.0262 Ha

***

C19H19N3O5S | ωB97M-V with the def2-TZVPD basis set

Positions of all 47 atoms, in Å:
C (-6.390410, -0.702861, 2.649997)
C (-6.271481, -1.671294, 1.477787)
O (-6.439234, -1.034060, 0.223615)
C (-5.444694, -0.270203, -0.285496)
C (-5.750295, 0.409247, -1.469493)
C (-4.812390, 1.217131, -2.076416)
C (-3.543047, 1.355317, -1.537858)
C (-3.220409, 0.668156, -0.372964)
C (-1.894006, 0.771464, 0.298732)
O (-1.763823, 0.639076, 1.496618)
N (-0.853526, 1.002529, -0.567274)
C (0.492242, 1.197062, -0.284883)
C (0.993067, 1.234907, 1.018524)
C (2.341833, 1.447957, 1.229072)
C (3.189087, 1.617872, 0.151277)
S (4.922415, 1.895015, 0.448421)
O (5.620935, 1.923838, -0.801150)
O (5.097455, 2.972102, 1.371874)
N (5.335164, 0.509028, 1.320293)
C (5.634700, -0.666286, 0.686512)
C (5.175350, -1.078173, -0.594434)
C (5.720479, -2.319506, -0.745815)
C (5.657984, -3.308989, -1.848725)
O (6.429788, -2.630410, 0.350120)
N (6.377253, -1.598077, 1.235633)
C (2.710089, 1.586156, -1.144334)
C (1.363648, 1.374739, -1.363971)
C (-4.172981, -0.129416, 0.256036)
H (-6.328928, -1.253656, 3.584326)
H (-7.346447, -0.187069, 2.606193)
H (-5.596640, 0.039534, 2.626997)
H (-7.083686, -2.402507, 1.514839)
H (-5.317973, -2.211662, 1.511405)
H (-6.738843, 0.292664, -1.884152)
H (-5.072413, 1.750967, -2.978035)
H (-2.839242, 2.027323, -2.006919)
H (-1.087038, 1.017457, -1.550719)
H (0.320036, 1.099330, 1.848370)
H (2.747382, 1.491535, 2.226668)
H (5.824440, 0.665971, 2.187335)
H (4.568491, -0.524331, -1.275532)
H (5.011405, -2.939989, -2.638431)
H (6.655208, -3.481654, -2.250153)
H (5.277384, -4.259102, -1.478177)
H (3.400414, 1.735702, -1.959707)
H (0.978267, 1.351021, -2.373486)
H (-3.877024, -0.623837, 1.167501)

Forces on atoms 1 to 2 (eV/Å):
0.04 -0.12 -0.40
0.00 -0.10 0.47

charge: 0
SMILES: CCOc1cccc(C(=O)Nc2ccc(S(=O)(=O)Nc3cc(C)on3)cc2)c1
frontier orbital gap: 0.331 Eh
LUMO: 0.0012 Ha

***

C15H19FeO5S | ωB97M-V with the def2-TZVPD basis set

Positions of all 41 atoms, in Å:
C (-2.909108, 3.849276, -1.036401)
C (-2.585519, 2.548894, -1.710976)
O (-2.609762, 1.546771, -0.648225)
C (-2.380922, 0.307140, -1.109168)
C (-2.112188, -0.647450, 0.044744)
S (-1.620055, -2.225121, -0.648307)
C (-1.806613, -3.266147, 0.824758)
C (-3.104334, -2.739527, -1.566697)
O (-2.390702, 0.009798, -2.293904)
H (-2.753866, 4.666907, -1.737950)
H (-3.952117, 3.878516, -0.715193)
H (-2.269960, 4.012140, -0.166362)
H (-3.325920, 2.283680, -2.474209)
H (-1.574657, 2.561897, -2.135618)
H (-3.086777, -0.872046, 0.501973)
H (-0.990001, -3.030480, 1.516106)
H (-2.789362, -3.116642, 1.290960)
H (-1.700237, -4.287997, 0.444569)
H (-3.241188, -2.043037, -2.396382)
H (-2.863492, -3.738507, -1.945558)
H (-3.987919, -2.786924, -0.920399)
O (6.302059, -0.956306, 3.082884)
C (5.564355, -0.532638, 2.295276)
Fe (4.658316, 0.317017, 1.057938)
C (5.891023, 1.526411, 0.922565)
O (6.903555, 2.087260, 0.883526)
C (5.259200, -0.571088, -0.323591)
O (5.965803, -1.132452, -1.039305)
C (-0.293507, -0.233872, 0.636753)
C (0.426673, 0.001597, 1.931180)
C (1.849854, 0.504923, 1.819388)
C (2.488426, 0.601250, 0.597123)
C (1.797392, 0.144578, -0.564788)
C (0.416287, -0.173701, -0.526014)
H (-1.532316, -0.003147, 0.891687)
H (-0.142699, 0.745126, 2.512755)
H (0.404078, -0.903392, 2.563444)
H (2.340186, 0.816154, 2.748826)
H (3.447350, 1.222050, 0.425425)
H (2.323819, 0.051821, -1.518034)
H (-0.015152, -0.422733, -1.514799)

Forces on atoms 1 to 2 (eV/Å):
-0.16 0.34 0.03
-0.11 -0.06 0.48

charge: 0
frontier orbital gap (spin up / spin down): 0.159 / 0.299 Eh
LUMO (spin up / spin down): 0.0060 / -0.0143 Ha
2S+1: 6

***

Electronic energy across the listed records, respectively: -397.619707, -735.612756, -1674.051800, -2620.651206 hartree.
Relative energy (zero: lowest compared OMol25 entry of this formula, charge and spin) across the listed records, respectively: 569.7, 0.0, 299.3, 92.2 kJ/mol.
Maximum force across the listed records, respectively: 3.7, 2.8, 1.6, 5.2 eV Å⁻¹.